(1)
Molecular formula: C5H8O
Method: DFT, ωB97M-V/def2-TZVPD

Its net charge is 0. The SMILES is C1CC1[C@@H]1CO1. The value obtained for the electronic energy is -270.43862 hartree. As for the spin multiplicity: 1.

Each line ends with the natural charge from an NBO analysis.
Positions of all 14 atoms, in Å:
1 C 1.2958 0.3790 -0.8282  -0.42
2 C 1.6582 -0.5626 0.2903  -0.41
3 C 0.2920 -0.5875 -0.3061  -0.27
4 C -0.8435 -0.1567 0.5227  0.07
5 C -1.9998 0.6347 0.1277  -0.14
6 O -0.9401 1.0321 1.2342  -0.49
7 H 1.1563 1.4235 -0.5675  0.23
8 H 1.7000 0.1920 -1.8175  0.22
9 H 2.3146 -1.4022 0.0948  0.22
10 H 1.7377 -0.1255 1.2825  0.22
11 H -0.0010 -1.4330 -0.9264  0.22
12 H -1.2449 -0.9397 1.1686  0.17
13 H -2.9555 0.0640 0.1881  0.19
14 H -2.0828 1.5441 -0.4401  0.21

***

(2)
Molecular formula: C5H8O
Method: DFT, ωB97M-V/def2-TZVPD

Its net charge is 0. The SMILES is C#CCCCO. The value obtained for the electronic energy is -270.46294 hartree. As for the spin multiplicity: 1.

Each line ends with the natural charge from an NBO analysis.
Positions of all 14 atoms, in Å:
1 C -0.7168 2.1908 0.6074  -0.26
2 C 0.0454 1.7699 -0.2263  0.00
3 C 0.9589 0.7911 -0.8344  -0.48
4 C 0.8182 -0.4179 0.1199  -0.40
5 C -0.4928 -1.1630 -0.1367  -0.06
6 O -1.0200 -1.5949 1.1061  -0.72
7 H -1.3621 2.4349 1.4195  0.24
8 H 1.9882 1.1654 -0.8694  0.24
9 H 0.6705 0.5347 -1.8632  0.23
10 H 1.6732 -1.0981 0.0790  0.21
11 H 0.7713 -0.0112 1.1328  0.23
12 H -1.2054 -0.4958 -0.6504  0.16
13 H -0.2997 -2.0197 -0.8028  0.16
14 H -1.8290 -2.0861 0.9185  0.47

***

(3)
Molecular formula: C5H8O
Method: DFT, ωB97M-V/def2-TZVPD

Its net charge is 0. The value obtained for the electronic energy is -270.32694 hartree. As for the spin multiplicity: 1.

Each line ends with the natural charge from an NBO analysis.
Positions of all 14 atoms, in Å:
1 C -0.5870 1.4445 -0.2333  -0.62
2 C -0.3517 0.0879 -0.8401  -0.23
3 C 0.8102 -0.8430 -0.4732  -0.36
4 C 0.9987 -0.9819 1.0045  0.12
5 O -0.3530 -1.0386 1.2759  -0.51
6 C -0.6284 -1.1733 -0.1297  0.09
7 H -0.4508 1.4264 0.8502  0.23
8 H -1.6122 1.7724 -0.4292  0.22
9 H 0.0951 2.1895 -0.6516  0.22
10 H -0.5598 0.0142 -1.9067  0.23
11 H 1.4682 -1.2713 -1.2203  0.23
12 H 1.4742 0.6697 1.3935  0.01
13 H 1.6789 -0.1973 1.6924  0.16
14 H -1.2547 -2.0071 -0.4237  0.22

***

(4)
Molecular formula: C5H8O
Method: DFT, ωB97M-V/def2-TZVPD

Its net charge is 0. The SMILES is CC=C=COC. The value obtained for the electronic energy is -270.46831 hartree. As for the spin multiplicity: 1.

Each line ends with the natural charge from an NBO analysis.
Positions of all 14 atoms, in Å:
1 C -1.4004 -0.4998 1.8945  -0.64
2 C -0.8952 0.5309 0.9268  -0.21
3 C -0.6186 0.4297 -0.3483  -0.09
4 C -0.2407 0.6021 -1.5928  0.08
5 O 1.0094 0.3953 -2.0921  -0.50
6 C 1.9070 -0.2797 -1.2345  -0.26
7 H -0.6387 -0.6775 2.6637  0.22
8 H -2.2892 -0.1300 2.4189  0.22
9 H -1.6442 -1.4549 1.4250  0.22
10 H -0.7103 1.5089 1.3751  0.20
11 H -0.9180 0.9516 -2.3671  0.20
12 H 1.6733 -1.3509 -1.2274  0.18
13 H 2.9099 -0.1231 -1.6349  0.19
14 H 1.8558 0.0974 -0.2070  0.18

***

In the order shown, the computed LUMO values come out to 1.11; 0.98; 0.74; 0.99 eV.
In the order shown, the computed molar mass values come out to 84.118; 84.118; 84.118; 84.118 g/mol.
In the order shown, the computed ΔE to the lowest compared entry with this formula, charge and spin values come out to 74.8; 59.6; 144.9; 56.2 kcal/mol.